DFT (ωB97M-V with the def2-TZVPD basis set) results for 3 unconnected molecules or ions with the total composition C19H28F14NO7PSi.

## Properties
E_LUMO   0.4 eV
Gap between HOMO and LUMO   8.404 eV
SMILES string   CP(O)[Si@@H](CCOCC(F)(F)C(F)(F)C(F)(F)C(F)F)CCC(N)=O.CCOC(=O)C(F)(F)F.CCOC(=O)C(F)(F)F
Max |F|   0.028 hartree/bohr
E_HOMO   -7.977 eV

Each atom is followed by the atoms it is bonded to, with distances in Å.
Atoms and positions in Å:
1 H 1.317 -5.496 2.397  C28 1.089
2 H 2.342 3.202 -0.907  C31 1.086
3 F 1.063 -2.283 1.499  C59 1.366
4 F -2.705 2.843 -3.690  C38 1.340
5 H -7.006 3.068 -4.946  C33 1.090
6 H 3.582 -4.601 2.872  C39 1.088
7 F 1.872 -0.580 -2.285  C45 1.362
8 H -2.944 3.805 0.351  C43 1.075
9 N 0.631 1.786 -4.317  H14 1.008, C42 1.431, H69 1.010
10 H -6.223 1.980 -6.086  C33 1.090
11 C -4.947 2.636 -2.912  O30 1.193, O37 1.323, C38 1.536
12 C 3.455 -3.834 7.137  F16 1.338, F23 1.335, C58 1.538, F68 1.325
13 F 0.910 -3.502 -0.597  C47 1.365
14 H 0.641 0.779 -4.341  N9 1.008
15 F 0.409 -0.627 0.252  C59 1.345
16 F 4.787 -3.799 7.253  C12 1.338
17 F 0.995 -3.828 -3.337  C56 1.345
18 O -1.250 1.169 2.299  H41 0.958, P65 1.683
19 C 2.127 1.266 2.160  C21 1.512, H48 1.088, H53 1.095, O70 1.428
20 H 1.693 3.134 3.068  C21 1.086
21 C 1.897 2.757 2.070  C19 1.512, H20 1.086, Si24 1.891, H54 1.090
22 H 0.559 1.382 -1.431  C40 1.084
23 F 3.028 -2.593 6.894  C12 1.335
24 Si 0.572 3.345 0.856  C21 1.891, C31 1.889, H35 1.488, P65 2.242
25 H -2.568 3.887 2.106  C43 1.086
26 F 2.982 -2.838 -0.731  C47 1.359
27 H 2.819 -0.922 1.998  C64 1.088
28 C 1.509 -4.955 3.322  H1 1.089, C39 1.512, H55 1.090, H61 1.088
29 H -6.286 0.147 -4.380  C34 1.088
30 O -5.848 3.262 -2.443  C11 1.193
31 C 1.269 3.371 -0.899  H2 1.086, Si24 1.889, C40 1.524, H60 1.088
32 H -7.023 1.241 -3.219  C34 1.089
33 C -6.904 2.023 -5.235  H5 1.090, H10 1.090, C34 1.513, H50 1.089
34 C -6.371 1.191 -4.089  H29 1.088, H32 1.089, C33 1.513, O37 1.442
35 H 0.209 4.740 1.224  Si24 1.488
36 H -0.394 2.687 -2.071  C40 1.088
37 O -5.036 1.601 -3.730  C11 1.323, C34 1.442
38 C -3.469 2.911 -2.592  F4 1.340, C11 1.536, F44 1.340, F51 1.328
39 C 2.978 -5.022 3.674  H6 1.088, C28 1.512, O49 1.441, H67 1.089
40 C 0.627 2.376 -1.858  H22 1.084, C31 1.524, H36 1.088, C42 1.512
41 H -1.871 0.457 2.144  O18 0.958
42 C 1.341 2.309 -3.190  N9 1.431, C40 1.512, O66 1.217
43 C -2.715 3.246 1.241  H8 1.075, H25 1.086, H62 1.086, P65 1.844
44 F -3.013 2.003 -1.718  C38 1.340
45 C 1.323 -1.815 -2.119  F7 1.362, C47 1.540, F52 1.362, C56 1.541
46 O 2.641 -5.902 6.199  C58 1.193
47 C 1.697 -2.396 -0.743  F13 1.365, F26 1.359, C45 1.540, C59 1.558
48 H 1.288 0.725 2.593  C19 1.088
49 O 3.271 -4.223 4.837  C39 1.441, C58 1.324
50 H -7.880 1.653 -5.547  C33 1.089
51 F -3.313 4.124 -2.074  C38 1.328
52 F -0.030 -1.665 -2.182  C45 1.362
53 H 2.972 1.100 2.837  C19 1.095
54 H 2.842 3.206 1.763  C21 1.090
55 H 0.896 -5.390 4.112  C28 1.090
56 C 1.696 -2.681 -3.339  F17 1.345, C45 1.541, F57 1.346, H71 1.092
57 F 3.020 -2.910 -3.406  C56 1.346
58 C 3.052 -4.798 6.009  C12 1.538, O46 1.193, O49 1.324
59 C 1.441 -1.460 0.476  F3 1.366, F15 1.345, C47 1.558, C64 1.550
60 H 1.095 4.368 -1.297  C31 1.088
61 H 1.196 -3.921 3.196  C28 1.088
62 H -3.553 2.594 1.472  C43 1.086
63 H 3.589 -0.943 0.430  C64 1.083
64 C 2.682 -0.661 0.951  H27 1.088, C59 1.550, H63 1.083, O70 1.402
65 P -1.300 2.112 0.906  O18 1.683, Si24 2.242, C43 1.844
66 O 2.494 2.678 -3.316  C42 1.217
67 H 3.309 -6.047 3.831  C39 1.089
68 F 2.946 -4.228 8.296  C12 1.325
69 H -0.315 2.135 -4.367  N9 1.010
70 O 2.493 0.727 0.889  C19 1.428, C64 1.402
71 H 1.405 -2.105 -4.219  C56 1.092

Want to see where the charge sits? The Löwdin charges in e are: H 0.09; H 0.08; F 0.10; F 0.16; H 0.08; H 0.12; F 0.14; H 0.01; N 0.12; H 0.08; C -0.40; C -0.56; F 0.13; H 0.07; F 0.12; F 0.17; F 0.11; O -0.38; C -0.28; H 0.08; C -0.27; H 0.08; F 0.17; Si 0.57; H 0.03; F 0.14; H 0.13; C -0.05; H 0.13; O 0.18; C -0.30; H 0.13; C -0.06; C -0.19; H -0.02; H 0.08; O 0.03; C -0.55; C -0.19; C -0.22; H 0.03; C -0.49; C -0.32; F 0.13; C -0.36; O 0.18; C -0.33; H 0.11; O 0.03; H 0.08; F 0.17; F 0.14; H 0.12; H 0.08; H 0.08; C -0.30; F 0.11; C -0.40; C -0.38; H 0.08; H 0.06; H 0.03; H 0.14; C -0.08; P 0.74; O 0.09; H 0.13; F 0.18; H 0.06; O -0.13; H 0.17